w.
Entry from the Open Molecules 2025 dataset: C2H3IN2O as an isolated structure (ωB97M-V with the def2-TZVPD basis set).

```
! wB97M-V def2-TZVPD RIJCOSX def2/J DEFGRID3
* xyz 0 1
H 1.51082 -0.13758 1.15020
N -0.96452 -1.89407 -0.04345
N -1.12160 -0.06231 0.33056
I -2.94117 0.67053 -0.05344
C 1.28245 0.40701 0.23211
H 2.11243 0.84227 -0.34775
C 0.01090 0.63025 -0.13694
O 0.15182 -2.04121 -0.29920
H -0.04112 1.58512 -0.83208
*
```

Summary:
HOMO level (alpha / beta)	-8.3 / -8.3	eV
frontier orbital gap (alpha / beta)	7.4 / 7.4	eV

***

x.
Entry from the Open Molecules 2025 dataset: a 2-piece molecular cluster, C2H3IN2O overall (ωB97M-V with the def2-TZVPD basis set).

```
! wB97M-V def2-TZVPD RIJCOSX def2/J DEFGRID3
* xyz 0 1
O 1.55478 -0.59296 -0.94910
C 1.97983 -0.54647 0.31757
N 1.03564 -0.20106 1.13334
H -3.52185 0.49343 0.99639
I -3.83214 1.67011 0.07538
H 2.83991 -0.99732 0.59655
N -0.06636 0.09785 0.37518
H -0.29081 0.11480 -1.67370
C 0.30099 -0.03838 -0.87162
*
```

Summary:
HOMO level	-9.9	eV
frontier orbital gap	10.7	eV
SMILES string	c1nnco1.I

***

Most stable = x